No. 1
This record from the OMol25 dataset describes 7 unconnected molecules or ions with the total composition C14H42O10. The level of theory is ωB97M-V/def2-TZVPD.

```
66
C14H42O10 (ωB97M-V/def2-TZVPD)
C -0.734 -0.868 3.126
C 0.244 -1.512 2.242
O 0.254 -0.908 0.992
H -1.629 -0.428 2.711
H -0.293 -0.050 3.672
H -1.018 -1.600 3.879
H -0.177 -2.554 2.120
H 1.242 -1.631 2.653
H 1.037 -0.343 0.959
C 0.489 1.012 -1.419
C 0.241 2.073 -2.343
O 1.193 3.109 -2.024
H -0.186 0.119 -1.620
H 0.330 1.418 -0.424
H 1.475 0.561 -1.501
H -0.766 2.409 -2.220
H 0.412 1.797 -3.378
H 0.920 3.522 -1.197
C 3.519 -2.199 -2.581
C 2.119 -2.062 -2.276
O 1.453 -3.268 -2.525
H 4.009 -2.978 -1.969
H 4.111 -1.276 -2.476
H 3.596 -2.554 -3.564
H 1.745 -1.279 -2.880
H 2.010 -1.760 -1.204
H 0.549 -3.149 -2.471
C -3.801 0.480 -0.650
C -2.791 0.388 0.376
O -3.169 1.022 1.560
H -4.686 -0.008 -0.264
H -3.397 0.085 -1.578
H -4.166 1.468 -0.858
H -1.916 0.969 0.016
H -2.417 -0.614 0.562
H -3.700 0.364 2.005
C -0.874 3.614 1.313
C -0.369 2.703 2.287
O -1.404 2.374 3.140
O 0.161 4.065 0.444
H -1.287 4.472 1.826
H -1.715 3.258 0.711
H 0.498 3.103 2.756
H -0.086 1.807 1.655
H -2.154 2.028 2.627
H 0.829 4.536 0.919
C -2.858 -3.453 -1.750
C -1.766 -3.310 -0.785
O -1.017 -2.204 -1.221
O -3.785 -4.453 -1.341
H -2.498 -3.708 -2.752
H -3.298 -2.440 -1.823
H -1.117 -4.183 -0.702
H -2.129 -3.201 0.204
H -0.638 -1.664 -0.494
H -4.154 -4.346 -0.447
C 3.139 2.012 0.651
C 3.738 0.720 0.394
O 2.961 -0.323 0.851
O 3.258 2.238 2.028
H 2.077 2.050 0.505
H 3.572 2.835 0.108
H 4.727 0.683 0.882
H 3.887 0.688 -0.639
H 3.369 -1.137 0.717
H 2.835 1.485 2.488
```

For the highest occupied orbital energy, the calculation gives -0.3645 hartree. Its energy above the lowest of the compared OMol25 structures with the same formula, charge and spin is 16.00 kcal per mole. Its total charge is 0. As for the electronic energy: -1310.8574 hartree. The SMILES is OCCO.OCCO.OCCO.CCO.CCO.CCO.CCO. Its LUMO energy is 0.29 eV. The HOMO-LUMO gap comes out at 0.37509 Ha.

No. 2
This record from the OMol25 dataset describes a molecular structure, C4H9N3S. The level of theory is ωB97M-V/def2-TZVPD.

```
17
C4H9N3S (ωB97M-V/def2-TZVPD)
C 0.406 -1.926 0.263
C 0.351 -0.473 -0.099
C -0.566 0.313 1.012
C -0.621 1.235 -1.456
H 0.839 -1.663 2.138
H 2.278 -1.067 1.191
H 0.492 -2.584 -0.648
H -0.403 -2.481 0.850
H 1.293 -0.196 -0.546
H -1.202 -0.036 1.736
H 0.118 1.216 1.412
H -2.059 2.503 -0.726
H -0.841 3.387 -1.777
N 1.423 -2.104 1.254
N -0.841 0.289 -0.524
N -1.223 2.410 -1.353
S 0.557 1.179 -2.726
```

For the highest occupied orbital energy, the calculation gives -0.3000 hartree. Its energy above the lowest of the compared OMol25 structures with the same formula, charge and spin is 116.11 kcal per mole. Its total charge is 0. As for the electronic energy: -720.0883 hartree. Its LUMO energy is 0.59 eV. The HOMO-LUMO gap comes out at 0.32172 Ha.

No. 3
This record from the OMol25 dataset describes 2 unconnected molecules or ions with the total composition C2HClF4O. The level of theory is ωB97M-V/def2-TZVPD.

```
9
C2HClF4O (ωB97M-V/def2-TZVPD)
C 0.772 0.173 -0.567
C -0.620 0.551 -0.236
O -0.417 -0.637 2.046
F 1.539 1.300 -0.802
F 0.807 -0.495 -1.683
F -0.942 1.720 0.206
F -1.732 -0.139 -0.549
Cl -0.858 -2.080 1.544
H 1.448 -0.394 0.041
```

For the highest occupied orbital energy (spin up / spin down), the calculation gives -0.3849 / -0.3318 hartree. Its energy above the lowest of the compared OMol25 structures with the same formula, charge and spin is 49.66 kcal per mole. Its total charge is 0. As for the electronic energy: -1011.4996 hartree. Its LUMO energy (spin up / spin down) is -0.56 / -2.42 eV. The HOMO-LUMO gap (spin up / spin down) comes out at 0.36443 / 0.24303 Ha.

No. 4
This record from the OMol25 dataset describes a molecular structure, C33H46Br4ClF5MgN4O7PS. The level of theory is ωB97M-V/def2-TZVPD.

```
103
C33H46Br4ClF5MgN4O7PS (ωB97M-V/def2-TZVPD)
N -1.757 3.593 -0.953
P -2.238 2.225 -0.386
C -0.850 1.061 -0.054
C 0.294 1.538 0.575
C 0.462 2.962 1.045
O 0.767 3.873 0.336
O 0.412 3.098 2.409
C -0.826 3.213 3.037
F -1.421 1.975 3.003
F -1.626 4.000 2.283
C -0.650 3.701 4.433
C -0.114 2.849 5.386
C 0.040 3.286 6.687
C -0.339 4.570 7.034
C -0.862 5.416 6.070
C -1.226 6.818 6.459
F -0.121 7.563 6.671
F -1.949 7.444 5.512
F -1.943 6.844 7.599
C -1.021 4.989 4.766
C 1.413 0.710 0.813
C 2.624 1.232 1.537
C 2.618 0.898 3.034
C 3.594 1.792 3.800
C 4.141 1.153 5.075
N 5.527 0.734 4.872
C 1.346 -0.607 0.381
C 2.481 -1.586 0.569
O 3.082 -1.976 -0.652
C 3.286 -0.978 -1.584
C 4.249 0.000 -1.391
C 4.439 0.977 -2.358
C 3.670 0.973 -3.511
C 2.725 -0.026 -3.706
C 2.530 -1.008 -2.747
N 0.212 -1.057 -0.215
C 0.128 -2.471 -0.662
N -0.701 -3.273 0.208
C -0.887 -0.276 -0.421
C -2.091 -0.963 -0.998
C -2.071 -1.277 -2.516
C -2.461 -2.746 -2.726
C -3.056 -3.077 -4.102
S -4.463 -4.154 -3.943
O -4.653 -4.925 -5.141
O -5.538 -3.399 -3.404
Cl -3.963 -5.562 -2.503
H -2.161 3.808 -1.855
H -2.843 2.279 0.875
H -3.139 1.535 -1.203
H 0.180 1.844 5.122
H 0.437 2.625 7.440
H -0.228 4.908 8.053
H -1.431 5.668 4.037
H 2.749 2.298 1.378
H 3.510 0.773 1.106
H 2.912 -0.144 3.173
H 1.614 0.998 3.436
H 3.103 2.734 4.036
H 4.441 2.010 3.149
H 4.144 1.897 5.869
H 3.495 0.333 5.406
H 5.851 0.152 5.632
H 5.627 0.198 4.019
H 3.206 -1.185 1.271
H 2.082 -2.499 1.013
H 4.850 -0.012 -0.493
H 5.198 1.727 -2.198
H 3.808 1.727 -4.272
H 2.140 -0.041 -4.614
H 1.826 -1.815 -2.885
H 1.123 -2.877 -0.760
H -0.262 -2.429 -1.665
H -0.252 -4.218 0.222
H -0.719 -2.899 1.148
H -2.196 -1.902 -0.458
H -2.985 -0.396 -0.766
H -2.730 -0.614 -3.070
H -1.055 -1.149 -2.886
H -1.593 -3.388 -2.599
H -3.160 -3.045 -1.949
H -2.339 -3.613 -4.720
H -3.464 -2.210 -4.614
Br 0.564 -6.066 0.863
C 3.079 4.981 -2.183
O 2.081 5.532 -1.484
H 3.749 5.737 -2.579
H 3.781 4.243 -1.431
H 2.767 4.242 -2.936
H 1.528 4.827 -1.102
O 0.767 -4.695 -2.451
H 0.813 -5.307 -1.691
H 1.069 -5.219 -3.198
Br -7.899 -9.446 -7.002
C -7.021 -7.725 -7.189
C -7.061 -6.928 -5.911
Br -8.818 -6.169 -5.579
H -7.512 -7.208 -8.007
H -5.992 -7.949 -7.463
H -6.390 -6.079 -5.966
H -6.818 -7.534 -5.043
Mg -2.521 -6.490 -4.537
Br 4.881 4.045 -0.111
```

For the highest occupied orbital energy, the calculation gives -0.3208 hartree. Its total charge is +1. As for the electronic energy: -14225.5211 hartree. Its LUMO energy is -7.64 eV. The HOMO-LUMO gap comes out at 0.04012 Ha.

No. 5
This record from the OMol25 dataset describes C3H4ClNS in the gas phase. The level of theory is ωB97M-V/def2-TZVPD.

```
10
C3H4ClNS (ωB97M-V/def2-TZVPD)
C 0.199 0.996 0.091
C 0.139 0.656 1.341
C -0.094 -0.021 -0.910
N -0.805 -1.217 -0.161
S -0.351 -1.048 1.531
Cl 1.266 -0.743 -1.845
H 0.488 2.009 -0.129
H 0.221 1.274 2.236
H -0.830 0.132 -1.810
H -0.233 -2.038 -0.346
```

For the highest occupied orbital energy, the calculation gives -0.3046 hartree. Its energy above the lowest of the compared OMol25 structures with the same formula, charge and spin is 25.44 kcal per mole. Its total charge is 0. As for the electronic energy: -1029.7895 hartree. The SMILES is Cl[C@@H]1C=CSN1. Its LUMO energy is 0.71 eV. The HOMO-LUMO gap comes out at 0.33061 Ha.

Which value of total charge does entry 3 give? 0